88
Properties=species:S:1:pos:R:3:forces:R:3:lowdin_spin:R:1 method="wB97M-V/def2-TZVPD" e_homo_ev="-9.4458 / -9.3392" e_lumo_ev="-3.327 / -3.333" multiplicity=2 energy_ha=-2994.55380 charge=+1
Ru -0.68586 0.67994 0.66151 1.80 -0.76 -0.32 0.7648
F -5.90105 1.58830 0.99780 0.00 -0.08 -0.02 -0.0005
C -5.66422 2.89136 0.78220 -0.03 0.05 0.01 0.0002
F -6.84256 3.44685 0.45569 0.01 0.03 -0.03 0.0000
F -5.29192 3.43190 1.95257 0.05 0.00 0.03 0.0004
C -4.63397 3.11504 -0.29925 -0.01 -0.05 0.05 0.0053
C -4.97923 3.86204 -1.40828 -0.01 -0.01 0.01 -0.0005
C -4.05000 4.06421 -2.41766 0.00 0.00 0.00 0.0069
C -2.80036 3.51103 -2.24872 0.06 0.02 -0.07 -0.0002
N -2.44593 2.79533 -1.17958 -0.33 -0.02 -0.09 0.0075
C -3.33442 2.57808 -0.20332 -0.07 0.11 0.12 0.0018
S -2.84957 1.61643 1.18994 0.52 0.00 -0.60 0.0304
H -5.97086 4.28526 -1.47852 -0.02 -0.02 -0.02 -0.0002
H -4.29113 4.63397 -3.30267 0.01 0.01 0.01 0.0004
H -2.02918 3.64788 -2.99913 0.00 -0.01 0.00 -0.0001
N 0.04980 2.61165 -0.12891 -0.38 -0.96 0.20 -0.0043
C 1.24462 2.65272 -0.91445 0.06 0.12 0.20 0.0008
C 1.97534 3.82457 -1.05606 -0.02 0.06 0.01 -0.0007
C 3.14345 3.81391 -1.79852 -0.06 -0.09 -0.08 -0.0004
C 3.57726 2.64094 -2.41155 -0.11 0.05 0.01 -0.0006
C 2.83325 1.48209 -2.28561 -0.02 0.02 -0.08 -0.0001
C 1.67217 1.48038 -1.51470 -0.30 0.14 -0.22 0.0012
P 0.58394 0.06014 -1.29557 0.57 -0.65 0.98 0.0078
C 0.78247 -0.85849 -2.85679 -0.65 0.35 -0.18 0.0046
C 0.07027 -0.41835 -3.97148 -0.02 -0.04 0.00 0.0009
C 0.28328 -0.99928 -5.21159 -0.01 0.02 -0.02 -0.0001
C 1.20530 -2.02852 -5.34272 0.00 0.00 0.04 0.0003
C 1.91301 -2.47320 -4.23396 -0.02 0.03 -0.01 0.0001
C 1.70366 -1.89252 -2.99134 0.11 0.00 0.00 0.0014
C 3.39682 0.07055 0.65584 0.05 -0.16 -0.02 0.0035
C 3.45026 1.40761 1.02592 0.08 -0.04 0.05 0.0006
C 4.55033 2.18968 0.70163 -0.01 -0.04 0.05 0.0004
C 5.61195 1.63605 0.00138 0.02 -0.06 0.03 -0.0002
C 5.55958 0.30501 -0.39031 -0.01 0.02 0.03 0.0004
C 4.45741 -0.47147 -0.06415 -0.03 0.05 0.00 0.0009
H -0.81367 2.54564 -0.71942 -0.13 0.57 -0.20 0.0014
H -0.06025 3.44556 0.43638 0.03 -0.12 0.19 -0.0003
H 1.62718 4.74073 -0.59272 0.02 -0.01 0.02 0.0000
H 3.71706 4.72484 -1.90464 0.01 0.01 -0.01 0.0000
H 4.49364 2.63136 -2.98529 0.01 0.01 0.01 0.0000
H 3.16731 0.57131 -2.76582 -0.05 -0.01 -0.02 0.0000
H -0.65089 0.38515 -3.86823 0.00 0.00 -0.01 0.0003
H -0.26628 -0.64736 -6.07435 -0.01 -0.01 0.00 0.0000
H 1.37230 -2.48541 -6.30898 0.01 0.00 0.00 0.0000
H 2.63816 -3.26968 -4.33605 -0.01 -0.01 0.00 0.0000
H 2.26684 -2.24157 -2.13490 -0.01 0.03 -0.01 0.0006
H 2.61178 1.84349 1.56066 0.02 0.00 0.04 0.0006
H 4.57819 3.23108 0.99586 0.01 0.00 0.01 0.0000
H 6.47792 2.23865 -0.23858 0.00 0.01 -0.01 0.0000
H 6.38285 -0.13066 -0.94132 0.01 -0.01 0.00 0.0001
H 4.42268 -1.51443 -0.35967 0.01 -0.01 0.02 0.0004
F 2.51549 -4.37311 2.08412 -0.05 0.04 -0.05 -0.0027
C 2.09834 -3.24368 1.47505 0.14 0.02 0.08 0.0024
C 0.97647 -3.39265 0.58181 -0.35 0.08 -0.19 0.0445
C 0.57406 -2.33581 -0.15182 0.01 -0.57 0.20 -0.0096
C 1.21233 -1.05018 -0.06771 -1.09 1.35 0.62 0.0674
C 2.22078 -0.80725 1.05369 0.24 0.20 -0.11 0.0209
C 2.72280 -2.09288 1.66755 0.05 -0.01 0.08 0.0252
H 0.51660 -4.36457 0.47401 0.03 -0.06 -0.03 0.0026
H -0.18851 -2.48952 -0.90807 -0.12 0.04 0.10 -0.0011
H 1.69078 -0.28794 1.86170 0.18 -0.02 0.10 0.0112
H 3.59796 -2.04596 2.30262 -0.06 0.04 0.07 0.0012
C -3.11886 -3.97872 0.76659 0.06 -0.02 -0.02 0.0000
N -2.74604 -2.58849 0.99010 0.09 -0.06 -0.10 0.0000
C -3.25557 -1.65492 -0.00625 0.01 0.01 -0.03 0.0030
C -1.90158 -2.17116 1.96091 -0.28 0.00 0.12 0.0000
O -1.29081 -1.07439 1.90308 0.06 0.57 -0.48 -0.0018
N -1.72138 -2.94029 3.06903 0.05 -0.05 -0.03 0.0002
C -0.65824 -2.59751 4.00469 -0.02 -0.02 -0.09 0.0001
C -2.75314 -3.78331 3.66285 0.00 0.05 -0.03 -0.0001
H -3.02294 -4.19081 -0.29954 0.03 0.00 0.03 0.0000
H -4.15173 -4.18253 1.05411 -0.01 0.00 0.01 0.0000
H -2.45975 -4.65230 1.30353 0.05 0.01 0.05 0.0000
H -3.31050 -2.16300 -0.96877 -0.01 -0.01 0.00 0.0000
H -2.60458 -0.79211 -0.10755 -0.05 -0.10 -0.01 0.0018
H -4.24970 -1.29258 0.26214 -0.02 -0.02 0.00 0.0008
H 0.08816 -1.97735 3.52494 0.11 0.00 -0.07 0.0000
H -0.19300 -3.51619 4.36337 0.01 0.01 0.02 0.0000
H -1.06846 -2.05800 4.86437 0.01 0.01 0.00 0.0000
H -3.70614 -3.65862 3.16208 -0.02 0.00 -0.04 0.0000
H -2.88628 -3.47947 4.70239 -0.01 0.01 0.00 0.0000
H -2.46790 -4.83667 3.65428 -0.03 0.00 -0.03 0.0000
N 0.87057 0.76889 3.75538 0.03 -0.07 -0.08 -0.0008
N -0.26095 1.20652 2.99402 -0.25 -0.05 -0.19 -0.0012
H 0.64311 0.73504 4.74430 0.02 0.10 -0.02 -0.0005
H 1.62858 1.42852 3.62958 -0.02 -0.02 -0.04 0.0001
H -0.58726 2.13340 3.26079 0.02 -0.02 0.00 -0.0001
H -1.01144 0.54982 3.19403 0.03 -0.01 0.05 0.0005